120
Properties=species:S:1:pos:R:3:lowdin_charge:R:1 method="wB97M-V/def2-TZVPD" gap_ha=0.2989 total_charge=-1 energy_ev=-85465.5224 e_homo_ev=-5.64
O 0.952 -0.047 0.820 -0.397
V -0.465 -0.146 0.041 0.939
O -0.392 0.878 -1.126 -0.358
C -0.384 -4.408 -1.444 -0.071
C -0.680 -3.669 -0.158 -0.600
C 0.305 -4.011 0.908 -0.066
O -0.892 -2.282 -0.262 -0.326
H -0.519 -5.473 -1.257 0.075
H 0.621 -4.218 -1.823 0.043
H -1.089 -4.164 -2.239 0.074
H -1.683 -4.031 0.069 0.122
H 1.269 -3.543 0.708 0.065
H 0.462 -5.077 1.073 0.079
H -0.079 -3.557 1.822 0.070
C -4.225 2.058 1.255 -0.073
C -2.693 1.927 1.279 -0.550
C -2.120 2.666 2.540 -0.070
O -2.201 0.596 1.179 -0.320
H -4.773 1.356 1.884 0.070
H -4.701 1.968 0.279 0.062
H -4.457 3.060 1.617 0.060
H -2.321 2.521 0.444 0.099
H -2.454 2.283 3.504 0.066
H -2.349 3.711 2.329 0.062
H -1.031 2.623 2.582 0.061
C 3.744 -1.850 -0.789 -0.031
C 3.004 -2.051 -2.146 -0.384
C 3.189 -3.433 -2.787 -0.151
O 4.649 -3.588 -3.045 -0.228
C 5.100 -4.795 -3.593 -0.133
N 1.616 -1.649 -1.864 0.054
H 4.764 -2.235 -0.756 0.070
H 3.222 -2.170 0.113 0.059
H 3.749 -0.770 -0.645 0.054
H 3.290 -1.364 -2.943 0.135
H 2.619 -3.562 -3.707 0.117
H 2.924 -4.262 -2.130 0.108
H 6.180 -4.925 -3.517 0.085
H 4.640 -4.877 -4.578 0.081
H 4.649 -5.561 -2.963 0.074
H 1.196 -2.282 -1.198 0.014
H 0.992 -1.833 -2.636 0.074
C -1.839 1.534 -3.692 -0.129
O -2.790 0.525 -3.882 -0.196
C -2.950 -0.444 -2.834 -0.181
C -3.976 -1.585 -3.073 -0.212
N -5.335 -1.091 -3.030 -0.055
C -6.226 -2.107 -3.659 -0.177
C -7.698 -1.622 -3.902 -0.277
O -7.671 -1.017 -5.097 -0.171
C -8.867 -0.267 -5.365 -0.099
H -2.144 2.072 -2.794 0.082
H -1.934 2.229 -4.526 0.073
H -0.798 1.214 -3.648 0.084
H -3.157 0.109 -1.917 0.116
H -1.976 -0.896 -2.647 0.097
H -3.874 -2.397 -2.352 0.118
H -3.806 -2.066 -4.036 0.105
H -5.278 -0.222 -3.542 0.103
H -6.192 -3.021 -3.067 0.109
H -5.820 -2.505 -4.589 0.104
H -8.052 -0.916 -3.151 0.118
H -8.404 -2.453 -3.904 0.114
H -9.230 0.475 -4.653 0.083
H -9.755 -0.887 -5.485 0.077
H -8.796 0.239 -6.328 0.083
C 4.068 2.220 -0.029 -0.082
O 3.684 3.328 -0.834 -0.197
C 2.690 4.158 -0.367 -0.226
C 1.287 3.623 -0.878 -0.155
N 0.108 4.540 -0.682 -0.048
C 0.135 5.772 -1.420 -0.212
C -0.036 5.539 -2.953 -0.247
O -1.167 4.868 -3.333 -0.157
C -1.514 5.231 -4.584 -0.168
H 3.328 1.421 -0.076 0.069
H 4.217 2.515 1.010 0.077
H 5.004 1.853 -0.449 0.087
H 2.895 5.114 -0.849 0.103
H 2.731 4.315 0.711 0.119
H 1.125 2.699 -0.324 0.086
H 1.320 3.282 -1.913 0.106
H -0.670 3.962 -0.966 0.086
H 1.021 6.371 -1.209 0.105
H -0.622 6.450 -1.025 0.105
H 0.834 4.904 -3.116 0.111
H 0.155 6.467 -3.491 0.116
H -0.789 4.691 -5.193 0.092
H -1.566 6.267 -4.919 0.092
H -2.430 4.681 -4.799 0.090
C 4.567 -1.388 5.311 -0.056
C 3.691 -0.383 4.587 -0.466
C 2.923 -1.094 3.411 -0.137
C 1.787 -1.966 3.858 -0.179
C 0.840 -1.154 4.753 -0.116
C 1.553 -0.435 5.967 -0.434
N 2.699 0.322 5.437 -0.095
O 3.335 1.141 6.400 -0.022
C 0.398 0.415 6.639 -0.032
C 1.954 -1.509 7.052 -0.040
C 4.697 0.600 3.911 -0.046
H 4.078 -2.308 5.630 0.061
H 5.042 -0.945 6.186 0.084
H 5.372 -1.753 4.673 0.083
H 2.591 -0.360 2.677 0.094
H 3.601 -1.726 2.838 0.116
H 2.199 -2.710 4.540 0.088
H 1.367 -2.611 3.086 0.089
H 0.140 -1.887 5.154 0.118
H 0.293 -0.476 4.098 0.117
H -0.302 -0.262 7.130 0.069
H 0.734 1.113 7.406 0.073
H -0.228 0.840 5.854 0.071
H 2.211 -2.497 6.671 0.060
H 2.792 -1.133 7.638 0.074
H 1.150 -1.661 7.773 0.065
H 5.291 1.220 4.582 0.072
H 4.096 1.367 3.423 0.068
H 5.351 0.264 3.106 0.084
H 2.909 1.985 6.229 0.100